# 1
# C22H30CuO2Si

A structure of composition C22H30CuO2Si in a non-equilibrium geometry (ωB97M-V/def2-TZVPD, the OMol25 dataset).

Structure (XYZ):
```
56
C22H30CuO2Si, DFT ωB97M-V/def2-TZVPD
C 0.01278 2.02278 1.98155
C -1.19205 2.05916 1.22666
C -2.27309 1.63466 2.08177
H -1.30420 2.37188 0.18772
C -1.67387 1.25036 3.36121
C -0.28080 1.57115 3.28865
H 0.42411 1.52334 4.11510
H 0.98567 2.35543 1.62090
H -3.34251 1.73311 1.88425
H -2.22380 0.99595 4.26396
Cu -1.64851 -0.25397 1.96220
C -1.48149 -1.23368 0.41624
H -2.38554 -1.83243 0.22601
H -0.60216 -1.88661 0.45028
H -1.32088 -0.47769 -0.35329
Si 0.68811 0.79278 -2.36933
C 2.21746 -0.17754 -2.79815
C 3.40620 0.57706 -2.88508
H 3.36795 1.65093 -2.67015
C 4.61813 -0.04252 -3.20870
H 5.52033 0.55597 -3.35031
C 4.68133 -1.43536 -3.33397
H 5.62711 -1.91671 -3.59196
C 3.52770 -2.19322 -3.12035
H 3.60350 -3.27648 -3.17606
C 2.30548 -1.57864 -2.83012
H 1.43009 -2.18651 -2.59870
C -0.98493 1.01966 -3.18389
C -0.95812 1.78732 -4.37470
H -0.14077 1.65616 -5.08686
C -1.89778 2.81183 -4.56329
H -1.75066 3.56232 -5.34919
C -2.99979 2.91357 -3.69959
H -3.69530 3.75055 -3.79524
C -3.19430 1.94984 -2.70031
H -4.10096 1.97296 -2.08321
C -2.19743 0.99490 -2.45239
H -2.35464 0.28852 -1.63940
H 0.43265 0.45313 -0.95623
H 1.06884 2.12872 -2.26867
C -2.67946 -1.96300 3.91869
O -1.51231 -1.89283 3.10346
C -0.32046 -2.41056 3.70851
C 0.83740 -2.38626 2.71742
O 0.98311 -1.07453 2.19742
C 2.23772 -0.44478 2.38630
H -2.49671 -1.48461 4.88800
H -2.96016 -3.01418 4.04347
H -3.47369 -1.40785 3.41139
H -0.05528 -1.79835 4.58776
H -0.51048 -3.44804 4.01894
H 1.75676 -2.71123 3.23117
H 0.61161 -3.05255 1.86878
H 2.28259 0.00967 3.38821
H 2.31846 0.34446 1.63106
H 3.06702 -1.15805 2.27201
```

Values from the calculation:
Energy relative to the best compared isomer or geometry (same formula, charge and spin) (eV): 0.2484
Strongest force on any atom (eV/A): 2.17
Molar mass (g/mol): 418.11
Total charge: 0
Frontier orbital gap (spin up / spin down) (eV): 7.536 / 7.719
<S²>: 0.76
Spin multiplicity: 2
DFT total energy (eV): -79907.7382
HOMO (spin up / spin down) (eV): -6.90 / -7.61


# 2
# C4H12

A cluster of 2 separate species, C4H12 in total in a non-equilibrium geometry (ωB97M-V/def2-TZVPD, the OMol25 dataset).

Structure (XYZ):
```
16
C4H12, DFT ωB97M-V/def2-TZVPD
C 1.40147 -1.93476 -1.80746
C -0.01323 -2.15635 -1.24042
H 2.03977 -2.64189 -1.40485
H 1.45684 -2.02715 -2.88943
H 1.82765 -0.95265 -1.43030
H -0.13425 -1.99056 -0.11202
H -0.30348 -3.19921 -1.57548
H -0.66412 -1.43615 -1.77193
C -1.26709 1.90686 1.09084
C -0.03471 2.04044 1.97798
H -1.79886 2.91341 1.08732
H -1.17641 1.75061 -0.03856
H -2.05397 1.34828 1.40200
H 0.56004 1.10000 2.12562
H -0.41791 2.39197 2.88649
H 0.57827 2.88716 1.70020
```

Values from the calculation:
Energy relative to the best compared isomer or geometry (same formula, charge and spin) (eV): 0.8458
Strongest force on any atom (eV/A): 4.83
Molar mass (g/mol): 60.14
Total charge: 0
SMILES string: CC.CC
Frontier orbital gap (eV): 12.650
DFT total energy (eV): -4341.6825
HOMO (eV): -11.60


# 3
# C5H13NO2

A cluster of 3 separate species, C5H13NO2 in total in a non-equilibrium geometry (ωB97M-V/def2-TZVPD, the OMol25 dataset).

Structure (XYZ):
```
21
C5H13NO2, DFT ωB97M-V/def2-TZVPD
N 2.60406 2.49204 -0.46191
C 1.97825 1.62160 0.43425
C 1.63188 0.38919 0.03205
C 1.17675 -0.71583 0.94115
C -0.16680 -0.72644 1.28167
C -0.71194 -2.05756 1.84782
H 2.39607 3.46564 -0.49404
H 2.94754 2.09974 -1.31580
H 1.97164 1.83871 1.51164
H 1.69238 0.12410 -1.02166
H 1.70437 -1.68632 1.12722
H -0.89029 0.11539 1.35980
H -0.46736 -2.95341 1.21802
H -0.35820 -2.24250 2.85452
H -1.81647 -2.00272 1.71819
H -0.29009 0.16914 -3.17548
H -1.65274 0.86853 -3.30123
O -1.02416 0.51243 -2.60059
H -3.21820 -0.60283 -0.48656
H -3.82285 -2.00150 -0.62713
O -3.95997 -1.22518 -0.31889
```

Values from the calculation:
Energy relative to the best compared isomer or geometry (same formula, charge and spin) (eV): 3.5717
Strongest force on any atom (eV/A): 9.81
Molar mass (g/mol): 119.16
Total charge: 0
SMILES string: C/C=C/C=C/N.O.O
Frontier orbital gap (eV): 8.431
DFT total energy (eV): -10978.3072
HOMO (eV): -7.89


# 4
# C5H15N2O

A cluster of 2 separate species, C5H15N2O in total in a non-equilibrium geometry (ωB97M-V/def2-TZVPD, the OMol25 dataset).

Structure (XYZ):
```
23
C5H15N2O, DFT ωB97M-V/def2-TZVPD
C -0.26616 0.00605 1.96690
C -1.08091 -1.02178 1.22121
C -1.58166 -0.50362 -0.14267
N -0.17150 2.20668 -2.30639
C -0.89921 1.52661 -1.38141
C -0.60458 0.25705 -0.98860
N 1.10165 0.11323 1.31076
H -0.08461 -0.22322 3.01962
H -0.59170 1.04773 2.03900
H -0.50258 -1.93181 1.25252
H -1.97309 -1.25497 1.79685
H -2.48629 0.06898 0.03897
H -2.06790 -1.35090 -0.64573
H 0.49355 1.70337 -2.86746
H -0.46081 3.10796 -2.63002
H -1.83192 2.00816 -1.11209
H 0.01439 -0.28295 -1.70556
H 0.90529 0.50868 0.37343
H 1.77380 0.58709 1.88736
H 1.43133 -0.83737 1.09137
H 2.12335 -2.77793 -0.38274
H 3.39880 -1.89678 -0.28419
O 2.51239 -2.02239 0.06424
```

Values from the calculation:
Energy relative to the best compared isomer or geometry (same formula, charge and spin) (eV): 1.0550
Strongest force on any atom (eV/A): 1.71
Molar mass (g/mol): 119.19
Total charge: +1
Frontier orbital gap (eV): 9.010
DFT total energy (eV): -10449.5058
HOMO (eV): -11.71